1.
Computed, not measured: 12 unconnected molecules or ions with the total composition C4H31N2O13 in a non-equilibrium geometry, with ωB97M-V with the def2-TZVPD basis set.

Each line ends with the Löwdin charge.
Element x y z (Å)
C 0.76 -0.96 -0.38  -0.2178
C 0.61 -2.55 -0.10  -0.1473
C 1.71 -3.28 -0.84  -0.2427
O 2.98 -3.16 -0.16  -0.0945
N -0.55 -0.29 -0.39  -0.0146
C -0.42 1.04 -0.33  -0.6032
N 0.78 1.69 -0.48  0.1609
O -1.45 1.78 -0.28  -0.1149
H 1.29 -0.62 0.52  0.0959
H 1.48 -0.92 -1.20  0.0902
H 0.62 -2.71 0.97  0.0927
H -0.32 -2.83 -0.59  0.1093
H 1.53 -4.36 -0.87  0.1169
H 1.93 -2.80 -1.79  0.0914
H -1.27 -0.97 0.76  0.0375
H 0.74 2.62 -0.85  0.0958
H 1.58 1.23 -0.88  0.0841
H -2.92 -0.21 -1.14  0.0148
H 2.89 -2.71 0.69  0.0766
O -3.44 0.34 -1.75  -0.0691
H 4.04 -0.65 -0.02  0.0297
H 4.34 0.84 -0.49  0.0440
O 3.80 0.06 -0.62  -0.0438
H -0.88 -0.19 -2.40  0.0182
H -1.29 0.55 -3.67  0.0555
O -0.69 -0.15 -3.37  -0.0692
H -0.68 4.34 -1.82  0.0138
H -1.71 3.24 -1.72  0.0149
O -1.27 3.83 -2.37  -0.0694
H 1.02 2.69 1.33  -0.0152
H -0.28 3.39 1.05  0.0066
O 0.55 3.51 1.52  -0.0971
H -0.24 -1.51 2.69  0.0057
H -0.02 -0.88 3.94  0.0260
O 0.53 -1.35 3.30  -0.1012
H 1.15 0.09 2.56  -0.0037
H 0.94 1.23 3.62  0.0394
O 1.30 1.05 2.74  -0.0928
H -2.14 -2.21 1.17  0.0674
H -3.19 1.23 -1.46  0.0095
O -1.63 -1.51 1.62  -0.1571
H -2.78 2.01 0.71  -0.0238
H -3.89 1.03 1.16  0.0222
O -3.60 1.95 1.25  -0.0964
H 0.94 -0.57 -4.08  -0.0051
H 1.77 -1.76 -3.62  -0.0071
O 1.56 -1.25 -4.41  -0.0921
H -2.07 -0.35 2.92  0.0089
H -2.22 0.96 3.71  0.0321
O -1.91 0.06 3.81  -0.0818

Computed properties:
HOMO = -6.380 eV
total energy = -1258.74742 Ha
total charge = -1
energy relative to the best compared isomer or geometry (same formula, charge and spin) = 63.9 kcal/mol
LUMO energy = 0.0950 Eh

=====

2.
Computed, not measured: 11 unconnected molecules or ions with the total composition C4H31N3O11 in a non-equilibrium geometry, with ωB97M-V with the def2-TZVPD basis set.

Each line ends with the Löwdin charge.
Element x y z (Å)
N -2.36 0.11 -1.35  0.0819
C -2.18 -0.29 0.01  -0.3535
C -2.38 0.91 0.88  -0.1539
C -1.11 1.80 1.10  -0.2665
N 0.12 1.17 1.52  0.0268
C -3.24 -1.41 0.33  -0.4891
N -3.06 -2.10 1.51  0.1397
O -4.20 -1.73 -0.36  0.0395
H -3.08 0.77 -1.55  0.0911
H -2.08 -0.50 -2.07  0.0674
H -1.26 -0.82 0.36  0.1359
H -3.25 1.57 0.69  0.1304
H -2.65 0.60 1.91  0.1107
H -0.84 2.42 0.20  0.1142
H -1.35 2.61 1.81  0.1058
H -0.17 0.36 2.03  0.0381
H 0.77 0.90 0.80  0.0266
H -3.79 -2.84 1.72  0.1373
H -2.63 -1.78 2.37  0.0548
H -0.24 3.07 -4.40  0.0317
H -1.15 2.90 -3.17  0.0292
O -1.00 2.59 -4.07  -0.0643
H 3.30 -2.92 -2.28  0.0494
H 2.56 -1.96 -3.01  0.0596
O 3.16 -1.96 -2.23  -0.0641
H 2.78 1.83 -1.61  0.0650
H 3.80 0.68 -2.02  0.0522
O 3.69 1.50 -1.52  -0.0376
H 3.77 0.80 0.01  0.0279
H 3.67 -0.55 0.42  0.0789
O 3.31 0.30 0.74  -0.0901
H 1.73 -0.42 -0.50  -0.0145
H 0.30 0.23 -0.66  0.0043
O 0.87 -0.52 -0.90  -0.0613
H 4.26 2.08 2.68  0.0427
H 3.07 1.54 1.93  0.0254
O 3.34 1.88 2.85  -0.0900
H 2.12 0.67 3.49  -0.0084
H 1.03 1.02 4.55  0.0857
O 1.47 0.28 4.08  -0.0789
H -0.59 -1.06 4.84  0.0767
H -0.09 -0.52 3.54  -0.0185
O -0.90 -0.96 3.88  -0.1189
H -1.81 -3.38 -2.25  0.0281
H -0.54 -2.98 -1.57  0.0116
O -0.86 -3.54 -2.29  -0.0526
H 0.39 0.84 -3.24  0.0351
H 2.06 1.02 -3.62  0.0209
O 1.17 1.32 -3.54  -0.0625

Computed properties:
HOMO = -9.066 eV
total energy = -1162.86809 Ha
energy relative to the best compared isomer or geometry (same formula, charge and spin) = 52.2 kcal/mol
LUMO energy = -0.0052 Eh
structure (SMILES) = NCC[C@H](N)C(N)=O.O.O.O.O.O.O.O.O.O.O

=====

3.
Computed, not measured: 11 unconnected molecules or ions with the total composition C4H31NO11 in a non-equilibrium geometry, with ωB97M-V with the def2-TZVPD basis set.

Each line ends with the Löwdin charge.
Element x y z (Å)
C -3.26 0.35 1.16  -0.0983
C -2.61 -0.79 0.34  -0.2212
N -3.01 -0.54 -1.14  -0.0815
C -2.56 0.79 -1.52  -0.2001
C -1.54 0.54 -2.69  -0.2180
O -0.26 1.06 -2.39  -0.1283
H -3.62 0.17 2.20  0.0861
H -2.49 1.12 1.37  0.0576
H -4.06 0.73 0.57  0.0631
H -1.56 -0.99 0.40  0.0819
H -3.00 -1.77 0.73  0.1222
H -3.94 -0.79 -1.37  0.1012
H -3.42 1.37 -1.87  0.1175
H -2.01 1.43 -0.86  0.1025
H -1.85 1.19 -3.54  0.1166
H -1.57 -0.48 -3.10  0.1200
H 0.07 0.69 -1.54  0.1068
H 1.73 1.56 -2.52  -0.0003
H 3.15 0.76 -3.07  0.0512
O 2.68 1.41 -2.56  -0.0501
H -1.59 -2.34 -1.08  -0.0073
H -1.01 -3.54 -0.44  0.0585
O -0.87 -2.97 -1.21  -0.0460
H 1.09 -0.73 4.23  0.0641
H 0.36 0.21 3.34  0.0040
O 0.92 -0.63 3.29  -0.0888
H 2.36 -2.38 -1.24  0.0070
H 0.88 -2.50 -1.92  -0.0152
O 1.82 -2.29 -2.03  -0.0775
H 1.62 -0.83 1.05  0.0298
H 2.60 -1.81 1.58  0.0763
O 1.90 -1.74 0.90  -0.0943
H -1.43 1.15 3.19  0.0516
H -0.32 2.08 2.94  0.0280
O -0.62 1.46 3.65  -0.0599
H 0.37 -2.28 2.74  -0.0238
H 0.81 -3.13 1.50  0.0204
O 0.55 -3.20 2.46  -0.1335
H 3.68 1.07 -0.15  0.0381
H 3.29 0.08 -1.12  -0.0012
O 3.35 0.17 -0.16  -0.0645
H -0.35 3.15 -2.09  0.0290
H 1.06 3.87 -1.89  0.0457
O 0.37 3.32 -1.49  -0.0544
H 1.65 3.07 1.43  0.0562
H 1.58 2.86 3.04  0.0634
O 1.15 2.77 2.19  -0.0346

Computed properties:
HOMO = -9.368 eV
total energy = -1053.29768 Ha
energy relative to the best compared isomer or geometry (same formula, charge and spin) = 92.6 kcal/mol
LUMO energy = 0.0041 Eh
structure (SMILES) = CCNCCO.O.O.O.O.O.O.O.O.O.O

=====

4.
Computed, not measured: 17 unconnected molecules or ions with the total composition C4H32BO24 in a non-equilibrium geometry, with ωB97M-V with the def2-TZVPD basis set.

Each line ends with the Löwdin charge.
Element x y z (Å)
O 2.60 -2.54 0.29  0.1447
C 1.85 -1.62 0.49  -0.3410
O 0.52 -1.71 0.46  0.2306
B -0.03 -0.35 0.59  -0.8470
O 1.15 0.50 0.96  0.2071
C 2.22 -0.25 1.01  -0.3698
O 3.33 0.10 1.32  0.1540
O -1.04 -0.27 1.67  0.2126
C -2.16 0.27 1.20  -0.3537
O -3.18 0.38 1.79  0.1796
C -1.92 0.57 -0.31  -0.3698
O -0.74 0.08 -0.62  0.2522
O -2.71 1.03 -1.08  0.1459
O -1.78 3.04 -3.62  -0.0578
H -2.65 3.06 -3.19  -0.0001
H -1.40 3.91 -3.46  0.0492
O -5.13 2.66 0.50  -0.0557
H -5.11 3.63 0.51  0.0507
H -4.93 2.43 -0.42  0.0183
O -2.23 -2.72 2.95  -0.0548
H -1.97 -1.79 2.88  0.0056
H -1.40 -3.20 2.98  0.0337
O 1.01 2.66 -1.33  -0.0438
H 1.46 3.44 -1.00  0.0245
H 0.65 2.24 -0.54  0.0008
O -4.34 3.25 -2.22  -0.0411
H -5.01 3.01 -2.86  0.0829
H -4.38 4.22 -2.15  0.0771
O -5.47 1.63 3.03  -0.0911
H -5.14 2.12 2.25  -0.0226
H -4.72 1.11 3.32  0.0046
O -3.17 -1.51 -2.53  -0.0722
H -3.19 -1.07 -1.68  -0.0051
H -2.57 -0.97 -3.08  -0.0080
O -2.48 4.15 0.15  -0.0541
H -2.03 3.84 0.94  0.0431
H -2.98 3.38 -0.16  -0.0162
O 5.67 -3.31 -0.40  -0.0772
H 5.51 -2.82 0.41  -0.0136
H 4.84 -3.78 -0.56  -0.0094
O 2.55 3.25 1.26  -0.0540
H 2.32 2.31 1.32  0.0010
H 3.37 3.32 1.76  0.0382
O 3.24 -5.28 -0.34  -0.0562
H 2.73 -4.91 0.38  0.0252
H 2.60 -5.40 -1.05  0.0436
O 3.03 -3.23 3.14  -0.0522
H 3.92 -3.53 3.37  0.0348
H 3.13 -2.90 2.24  -0.0090
O 5.68 0.30 -0.39  -0.0441
H 4.98 0.96 -0.54  0.0467
H 5.93 -0.01 -1.27  0.0590
O -0.50 -4.41 0.04  -0.0558
H -0.04 -3.62 -0.26  0.0089
H -1.36 -4.37 -0.38  0.0376
O -1.80 0.23 -4.34  -0.0486
H -1.91 1.16 -4.08  0.0079
H -2.12 0.19 -5.24  0.0485
O 5.82 -1.34 1.90  -0.0729
H 5.57 -0.65 1.26  -0.0103
H 5.89 -0.88 2.74  0.0384

Computed properties:
HOMO = -8.081 eV
total energy = -2002.60726 Ha
total charge = -1
energy relative to the best compared isomer or geometry (same formula, charge and spin) = 24.9 kcal/mol
LUMO energy = 0.0577 Eh